Entry 1:
Entry from the OMol25 dataset: C5H3BrCl2O in the gas phase in a non-equilibrium geometry (wB97M-V/def2-TZVPD).

SMILES string: ClC1=C(Br)C=CO[C@H]1Cl
orbital gap (alpha / beta): 0.240 / 0.286 Eh
total charge: 0
highest occupied orbital energy (alpha / beta): -7.8 / -8.5 eV

Last column: Mulliken charge in e.
Element x y z (Å)
C (0.028, 1.495, 0.326)  -0.330
C (1.251, 0.922, 0.142)  -0.353
C (-1.075, 0.762, 0.044)  0.123
C (-0.741, -0.951, -0.619)  0.083
C (0.572, -1.338, -0.354)  -0.061
O (1.480, -0.320, -0.333)  -0.310
Cl (-2.168, -1.829, -0.886)  -0.131
Cl (0.732, -2.051, 1.472)  -0.265
Br (-2.832, 1.423, 0.167)  -0.071
H (-0.211, 2.397, 0.719)  0.509
H (2.057, 1.538, 0.411)  0.443
H (0.909, -2.049, -1.088)  0.362



Entry 2:
Entry from the OMol25 dataset: C5H3Cl3 in the gas phase in a non-equilibrium geometry (wB97M-V/def2-TZVPD).

orbital gap (alpha / beta): 0.273 / 0.238 Eh
total charge: 0
highest occupied orbital energy (alpha / beta): -8.7 / -8.2 eV

Last column: Mulliken charge in e.
Element x y z (Å)
C (-0.211, -0.924, 0.938)  -0.119
C (0.714, -0.893, -0.067)  -0.497
C (-0.975, 0.163, 1.259)  -0.090
C (-0.569, 1.143, -0.691)  -0.065
C (0.664, 0.330, -0.800)  0.304
Cl (-2.250, 0.115, 2.250)  -0.126
Cl (-0.326, 2.804, -0.502)  -0.101
Cl (0.820, 0.040, -2.663)  -0.209
H (-0.499, -1.781, 1.517)  0.328
H (1.021, -1.938, -0.430)  0.265
H (1.611, 0.942, -0.811)  0.309



Entry 3:
Entry from the OMol25 dataset: C5H3F2NO in the gas phase (wB97M-V/def2-TZVPD).

SMILES string: O=Cc1c(F)ccn1F
orbital gap: 0.355 Eh
total charge: 0
highest occupied orbital energy: -9.4 eV

Last column: Mulliken charge in e.
Element x y z (Å)
C (0.282, 0.836, 1.080)  -0.718
C (0.871, 0.441, -0.104)  -0.418
C (-0.944, 0.172, 1.156)  0.876
C (-1.107, -0.629, 0.024)  0.067
C (-2.171, -1.514, -0.405)  -0.312
N (0.034, -0.416, -0.700)  0.312
O (-3.189, -1.730, 0.197)  -0.487
F (-1.814, 0.284, 2.149)  -0.271
F (0.290, -1.012, -1.896)  -0.224
H (0.686, 1.518, 1.799)  0.432
H (1.810, 0.714, -0.541)  0.438
H (-1.959, -1.996, -1.380)  0.303



Entry 4:
Entry from the OMol25 dataset: C5H3I in the gas phase in a non-equilibrium geometry (wB97M-V/def2-TZVPD).

orbital gap (alpha / beta): 0.259 / 0.250 Eh
spin multiplicity: 3
total charge: 0
highest occupied orbital energy (alpha / beta): -6.6 / -9.5 eV

Last column: Mulliken charge in e.
Element x y z (Å)
C (-0.276, -0.803, 0.122)  0.452
C (-1.016, -2.071, -0.673)  -0.452
C (0.074, 0.329, -0.237)  0.465
C (-0.651, -2.144, 0.573)  -0.279
C (0.517, 1.698, -0.489)  -1.222
I (-0.498, -3.000, 2.439)  0.118
H (1.396, 2.043, 0.029)  0.302
H (-0.281, 2.422, -0.300)  0.277
H (0.733, 1.526, -1.464)  0.338



Entry 5:
Entry from the OMol25 dataset: C5H3IN2 in the gas phase in a non-equilibrium geometry (wB97M-V/def2-TZVPD).

orbital gap (alpha / beta): 0.223 / 0.224 Eh
total charge: 0
highest occupied orbital energy (alpha / beta): -8.3 / -8.3 eV

Last column: Mulliken charge in e.
Element x y z (Å)
C (-2.050, -1.020, 0.075)  0.873
C (0.149, -2.437, 0.088)  0.390
C (-0.841, -1.539, 0.045)  -0.287
C (-0.060, 0.804, -0.079)  -0.119
C (1.339, 1.347, -0.028)  -0.815
N (-2.911, -0.183, 0.123)  -0.789
N (1.001, -3.218, 0.024)  -0.499
I (-1.772, 1.926, 0.222)  0.289
H (1.711, 1.456, -1.071)  0.318
H (1.907, 0.505, 0.378)  0.243
H (1.527, 2.360, 0.223)  0.396



Entry 6:
Entry from the OMol25 dataset: C5H3LiO3Ru as an isolated structure in a non-equilibrium geometry (wB97M-V/def2-TZVPD).

orbital gap (alpha / beta): 0.261 / 0.196 Eh
spin multiplicity: 7
total charge: +2
highest occupied orbital energy (alpha / beta): -15.6 / -17.2 eV

Last column: Mulliken charge in e.
Element x y z (Å)
O (1.458, -1.289, 1.884)  -0.570
C (0.838, -1.688, 0.881)  0.292
C (0.045, -0.908, -0.037)  0.868
C (-1.058, -1.562, -0.664)  -1.034
H (0.912, -2.767, 0.636)  0.400
H (-1.587, -1.079, -1.485)  0.338
H (-1.313, -2.594, -0.419)  0.358
O (1.402, 1.072, 0.145)  -0.518
C (0.343, 0.438, -0.363)  -0.049
Li (1.527, 0.488, 2.364)  0.921
C (-1.847, 2.324, -1.360)  0.171
O (-1.208, 3.227, -1.078)  -0.193
Ru (0.487, 4.338, -0.506)  1.016



Entry 7:
Entry from the OMol25 dataset: C5H3N in the gas phase in a non-equilibrium geometry (wB97M-V/def2-TZVPD).

SMILES string: C=CC#CC#N
orbital gap: 0.342 Eh
total charge: 0
highest occupied orbital energy: -9.7 eV

Last column: Mulliken charge in e.
Element x y z (Å)
C (2.345, 0.582, 1.049)  -0.605
C (1.538, 1.240, 0.184)  -0.260
C (0.478, 0.399, -0.302)  0.967
C (-0.568, -0.198, -0.422)  0.056
C (-1.721, -0.886, -0.536)  -0.408
H (3.116, 1.251, 1.842)  0.182
H (2.390, -0.460, 1.107)  0.336
H (1.734, 2.496, 0.165)  0.220
N (-2.811, -1.444, -0.422)  -0.489



Entry 8:
Entry from the OMol25 dataset: a 2-piece molecular cluster, C5H3N overall in a non-equilibrium geometry (wB97M-V/def2-TZVPD).

orbital gap: 0.415 Eh
total charge: 0
highest occupied orbital energy: -10.6 eV

Last column: Mulliken charge in e.
Element x y z (Å)
C (-0.192, 2.946, 1.361)  -0.311
C (1.607, -2.591, -0.660)  -0.593
C (-1.679, -1.072, -0.999)  -0.115
C (-0.956, 2.216, 0.796)  -0.268
C (0.508, -2.155, -0.935)  0.356
N (-0.705, -1.689, -1.046)  -0.034
H (0.172, 3.841, 1.797)  0.335
H (2.644, -2.969, -0.457)  0.375
H (-1.400, 1.473, 0.144)  0.254



Entry 9:
Entry from the OMol25 dataset: C5H3N3 in the gas phase in a non-equilibrium geometry (wB97M-V/def2-TZVPD).

SMILES string: N#C/C=C1\C=NC=N1
orbital gap: 0.324 Eh
total charge: 0
highest occupied orbital energy: -10.7 eV

Last column: Mulliken charge in e.
Element x y z (Å)
C (-0.813, -0.441, -2.008)  0.142
C (0.087, 0.460, -1.333)  -0.173
C (0.289, 0.323, -0.010)  0.595
C (-0.322, -0.626, 0.876)  -0.178
C (1.019, 0.622, 1.898)  -0.095
H (0.630, 1.221, -1.894)  0.425
H (-1.076, -1.381, 0.614)  0.400
H (1.534, 1.079, 2.768)  0.356
N (-1.646, -1.075, -2.533)  -0.399
N (0.089, -0.460, 2.086)  -0.545
N (1.179, 1.114, 0.728)  -0.527



Entry 10:
Entry from the OMol25 dataset: C5H3NO in the gas phase in a non-equilibrium geometry (wB97M-V/def2-TZVPD).

orbital gap: 0.346 Eh
total charge: 0
highest occupied orbital energy: -9.6 eV

Last column: Mulliken charge in e.
Element x y z (Å)
N (-1.655, -2.543, -0.277)  -0.437
C (-0.976, -1.610, -0.172)  0.111
C (-0.153, -0.458, -0.004)  0.286
C (1.120, -0.446, 0.387)  -0.288
O (1.577, 0.861, 0.552)  -0.155
C (0.637, 1.782, 0.330)  -0.446
C (-0.525, 0.987, -0.194)  -0.233
H (1.839, -1.229, 0.590)  0.468
H (-0.372, 1.277, -1.253)  0.268
H (-1.532, 1.314, 0.069)  0.427



Entry 11:
Entry from the OMol25 dataset: C5H3NO in the gas phase in a non-equilibrium geometry (wB97M-V/def2-TZVPD).

SMILES string: C#C[C@H](C#N)C=O
orbital gap: 0.356 Eh
total charge: 0
highest occupied orbital energy: -9.9 eV

Last column: Mulliken charge in e.
Element x y z (Å)
N (-1.499, 2.652, 0.524)  -0.391
C (-0.927, 1.692, 0.228)  0.205
C (-0.231, 0.492, -0.148)  0.478
C (-0.886, -0.815, 0.118)  0.102
O (-0.110, -1.761, 0.195)  -0.418
C (1.630, -0.836, 0.040)  -0.478
C (1.242, 0.358, -0.040)  -0.454
H (-1.965, -0.995, 0.202)  0.376
H (2.506, -1.437, 0.108)  0.386
H (0.044, 0.509, -1.227)  0.194



Entry 12:
Entry from the OMol25 dataset: a 2-piece molecular cluster, C5H3NO overall in a non-equilibrium geometry (wB97M-V/def2-TZVPD).

orbital gap: 0.372 Eh
total charge: 0
highest occupied orbital energy: -10.1 eV

Last column: Mulliken charge in e.
Element x y z (Å)
C (-0.661, -1.484, -0.108)  0.355
C (1.351, 0.237, 0.555)  -0.473
C (1.272, 0.050, -0.958)  -0.541
C (-2.962, 1.054, 0.605)  0.131
C (0.381, -0.634, -0.265)  0.225
N (-1.546, -2.191, 0.098)  -0.440
O (-2.643, 1.939, -0.027)  -0.140
H (0.914, 1.116, 0.901)  0.231
H (1.748, 0.188, -1.831)  0.421
H (2.146, -0.277, 1.029)  0.230



Entry 13:
Entry from the OMol25 dataset: C5H3NO in the gas phase in a non-equilibrium geometry (wB97M-V/def2-TZVPD).

SMILES string: C#CC(=C=N)C=O
orbital gap: 0.344 Eh
total charge: 0
highest occupied orbital energy: -9.1 eV

Last column: Mulliken charge in e.
Element x y z (Å)
C (-0.369, -0.640, 2.446)  0.261
C (-0.268, -0.332, 1.285)  -0.649
C (-0.122, -0.028, -0.103)  -0.222
C (-0.829, -0.686, -1.218)  -0.016
O (-0.671, -0.354, -2.374)  -0.520
N (1.315, 1.813, -1.081)  -0.472
C (0.663, 0.939, -0.565)  0.519
H (-0.477, -0.912, 3.474)  0.418
H (-1.547, -1.464, -0.918)  0.385
H (2.304, 1.665, -0.946)  0.296



Number 1: electronic energy -102363.7266 eV. Number 2: electronic energy -42794.4199 eV. Number 3: electronic energy -14202.9129 eV. Number 4: electronic energy -13325.6057 eV. Number 5: electronic energy -16305.9596 eV. Number 6: electronic energy -14137.0341 eV. Number 7: electronic energy -6718.9311 eV. Number 8: electronic energy -6717.4091 eV. Number 9: electronic energy -9702.0332 eV. Number 10: electronic energy -8767.3988 eV. Number 11: electronic energy -8765.9175 eV. Number 12: electronic energy -8767.3471 eV. Number 13: electronic energy -8767.4580 eV.